Record 1
Computed, not measured: a 5-piece molecular cluster, C39H88BN6O4P2 overall at a distorted geometry, with the ωB97M-V functional and the def2-TZVPD basis.

Each atom is followed by the atoms it is bonded to, with distances in Å.
Positions of all 140 atoms, in Å:
1 C 2.125 4.031 3.468  N2 1.517, H25 1.151, H26 1.157, H27 1.157
2 N 0.807 3.302 3.284  C1 1.517, C3 1.512, B4 1.527
3 C -0.231 4.383 3.084  N2 1.512, H28 1.160, H29 1.155, H30 1.144
4 B 0.906 2.450 2.022  N2 1.527, O5 1.476, C6 1.626
5 O 1.001 3.226 0.769  B4 1.476, H31 0.988
6 C 0.952 0.824 2.042  B4 1.626, O7 1.472, C21 1.616, H32 1.168
7 O 0.554 0.151 3.289  C6 1.472, P8 1.756
8 P 0.205 -1.549 3.020  O7 1.756, C9 1.927, O20 1.772, H33 1.458, H34 1.453, H35 1.467
9 C 1.987 -2.187 3.386  P8 1.927, C10 1.606, H36 1.157, H37 1.145
10 C 2.036 -3.277 4.563  C9 1.606, C11 1.619, H38 1.157, H39 1.142
11 C 2.686 -4.688 4.107  C10 1.619, O12 1.268, N13 1.482
12 O 2.138 -5.724 4.594  C11 1.268
13 N 3.813 -4.704 3.145  C11 1.482, C14 1.466, H40 1.032
14 C 4.954 -5.499 3.608  N13 1.466, C15 1.571, C19 1.547
15 C 5.363 -6.745 2.743  C14 1.571, C16 1.560, H41 1.153
16 C 6.583 -7.653 3.089  C15 1.560, C17 1.555, H42 1.141
17 C 7.473 -7.357 4.329  C16 1.555, C18 1.569, H43 1.147
18 C 7.043 -6.136 5.217  C17 1.569, C19 1.573, H44 1.147
19 C 5.813 -5.221 4.864  C14 1.547, C18 1.573, H45 1.140
20 O 0.420 -1.397 1.268  P8 1.772, C21 1.445
21 C 0.172 -0.020 0.906  C6 1.616, O20 1.445, P22 1.889, H46 1.165
22 P 0.263 0.491 -0.909  C21 1.889, C23 1.895, C24 1.904
23 C 1.973 1.128 -1.418  P22 1.895, H47 1.149, H48 1.161, H49 1.141
24 C -1.047 1.834 -1.237  P22 1.904, H50 1.143, H51 1.150, H52 1.154
25 H 2.759 4.057 2.509  C1 1.151
26 H 2.771 3.511 4.274  C1 1.157
27 H 1.947 5.134 3.770  C1 1.157
28 H 0.068 5.127 2.246  C3 1.160
29 H -0.366 5.031 4.031  C3 1.155
30 H -1.249 3.935 2.814  C3 1.144
31 H 1.964 3.190 0.550  O5 0.988
32 H 2.084 0.536 2.014  C6 1.168
33 H -0.282 -1.813 4.369  P8 1.458
34 H -0.254 -2.896 2.726  P8 1.453
35 H -1.195 -1.183 2.780  P8 1.467
36 H 2.384 -2.600 2.380  C9 1.157
37 H 2.622 -1.262 3.613  C9 1.145
38 H 0.951 -3.491 4.904  C10 1.157
39 H 2.564 -2.817 5.465  C10 1.142
40 H 3.497 -4.979 2.202  N13 1.032
41 H 4.765 -7.039 1.802  C15 1.153
42 H 6.881 -8.533 2.427  C16 1.141
43 H 8.375 -8.023 4.573  C17 1.147
44 H 7.702 -5.920 6.130  C18 1.147
45 H 5.562 -4.347 5.551  C19 1.140
46 H -0.944 0.206 1.156  C21 1.165
47 H 2.311 0.579 -2.369  C23 1.149
48 H 1.831 2.233 -1.745  C23 1.161
49 H 2.756 1.145 -0.587  C23 1.141
50 H -1.933 1.380 -1.797  C24 1.143
51 H -1.419 2.246 -0.230  C24 1.150
52 H -0.640 2.719 -1.854  C24 1.154
53 C 12.350 -0.769 3.685  C54 1.524, H60 1.093, H61 1.093, H62 1.093
54 C 11.715 -2.153 3.609  C53 1.524, N55 1.459, H63 1.096, H64 1.097
55 N 10.941 -2.507 4.794  C54 1.459, C56 1.461, C58 1.459
56 C 10.589 -3.924 4.854  N55 1.461, C57 1.526, H65 1.096, H66 1.097
57 C 9.663 -4.470 3.770  C56 1.526, H67 1.091, H68 1.094, H69 1.092
58 C 9.875 -1.583 5.167  N55 1.459, C59 1.528, H70 1.095, H71 1.096
59 C 8.793 -1.286 4.130  C58 1.528, H72 1.093, H73 1.094, H74 1.092
60 H 12.954 -0.660 4.590  C53 1.093
61 H 13.005 -0.615 2.824  C53 1.093
62 H 11.599 0.025 3.669  C53 1.093
63 H 12.535 -2.873 3.499  C54 1.096
64 H 11.115 -2.221 2.694  C54 1.097
65 H 10.154 -4.147 5.836  C56 1.096
66 H 11.520 -4.504 4.826  C56 1.097
67 H 8.632 -4.147 3.919  C57 1.091
68 H 9.658 -5.563 3.809  C57 1.094
69 H 9.981 -4.183 2.766  C57 1.092
70 H 10.333 -0.631 5.456  C58 1.095
71 H 9.394 -1.936 6.087  C58 1.096
72 H 9.206 -1.086 3.138  C59 1.093
73 H 8.230 -0.398 4.430  C59 1.094
74 H 8.074 -2.104 4.048  C59 1.092
75 C -7.791 1.677 -5.112  C76 1.524, H82 1.094, H83 1.094, H84 1.093
76 C -6.380 1.339 -5.579  C75 1.524, N77 1.459, H85 1.097, H86 1.097
77 N -5.331 1.911 -4.741  C76 1.459, C78 1.461, C80 1.460
78 C -4.003 1.844 -5.347  N77 1.461, C79 1.527, H87 1.096, H88 1.097
79 C -3.407 0.460 -5.593  C78 1.527, H89 1.091, H90 1.095, H91 1.092
80 C -5.387 1.579 -3.321  N77 1.460, C81 1.527, H92 1.095, H93 1.097
81 C -5.362 0.102 -2.933  C80 1.527, H94 1.093, H95 1.094, H96 1.092
82 H -7.925 2.758 -5.008  C75 1.094
83 H -8.520 1.318 -5.843  C75 1.094
84 H -8.029 1.204 -4.156  C75 1.093
85 H -6.278 1.742 -6.593  C76 1.097
86 H -6.285 0.249 -5.664  C76 1.097
87 H -3.300 2.429 -4.744  C78 1.096
88 H -4.046 2.369 -6.310  C78 1.097
89 H -3.072 -0.007 -4.666  C79 1.091
90 H -2.526 0.550 -6.237  C79 1.095
91 H -4.106 -0.213 -6.094  C79 1.092
92 H -6.297 2.022 -2.901  C80 1.095
93 H -4.574 2.095 -2.795  C80 1.097
94 H -6.039 -0.504 -3.541  C81 1.093
95 H -5.677 -0.009 -1.892  C81 1.094
96 H -4.358 -0.320 -3.007  C81 1.092
97 C -6.824 -2.635 0.077  C98 1.524, H104 1.094, H105 1.094, H106 1.093
98 C -5.413 -2.973 -0.390  C97 1.524, N99 1.457, H107 1.097, H108 1.097
99 N -4.366 -2.399 0.445  C98 1.457, C100 1.462, C102 1.459
100 C -3.038 -2.466 -0.163  N99 1.462, C101 1.526, H109 1.096, H110 1.098
101 C -2.442 -3.850 -0.406  C100 1.526, H111 1.091, H112 1.094, H113 1.093
102 C -4.419 -2.727 1.866  N99 1.459, C103 1.528, H114 1.096, H115 1.096
103 C -4.392 -4.203 2.257  C102 1.528, H116 1.093, H117 1.094, H118 1.092
104 H -6.959 -1.555 0.179  C97 1.094
105 H -7.554 -2.997 -0.654  C97 1.094
106 H -7.061 -3.108 1.034  C97 1.093
107 H -5.311 -2.571 -1.405  C98 1.097
108 H -5.317 -4.063 -0.474  C98 1.097
109 H -2.335 -1.879 0.438  C100 1.096
110 H -3.082 -1.944 -1.127  C100 1.098
111 H -2.105 -4.314 0.522  C101 1.091
112 H -1.562 -3.760 -1.051  C101 1.094
113 H -3.141 -4.525 -0.905  C101 1.093
114 H -5.329 -2.284 2.286  C102 1.096
115 H -3.606 -2.209 2.388  C102 1.096
116 H -5.069 -4.812 1.651  C103 1.093
117 H -4.705 -4.313 3.300  C103 1.094
118 H -3.388 -4.624 2.183  C103 1.092
119 C -5.577 8.637 -7.621  C120 1.524, H126 1.093, H127 1.093, H128 1.093
120 C -5.101 7.965 -6.338  C119 1.524, N121 1.459, H129 1.096, H130 1.097
121 N -6.187 7.497 -5.484  C120 1.459, C122 1.462, C124 1.459
122 C -5.751 7.132 -4.138  N121 1.462, C123 1.527, H131 1.096, H132 1.097
123 C -4.792 5.952 -4.001  C122 1.527, H133 1.092, H134 1.095, H135 1.092
124 C -7.143 6.583 -6.100  N121 1.459, C125 1.527, H136 1.095, H137 1.097
125 C -6.601 5.288 -6.701  C124 1.527, H138 1.093, H139 1.094, H140 1.092
126 H -6.278 9.448 -7.406  C119 1.093
127 H -4.723 9.063 -8.155  C119 1.093
128 H -6.062 7.927 -8.297  C119 1.093
129 H -4.519 8.712 -5.786  C120 1.096
130 H -4.407 7.156 -6.595  C120 1.097
131 H -6.631 6.947 -3.511  C122 1.096
132 H -5.271 8.011 -3.690  C122 1.097
133 H -5.297 4.997 -4.160  C123 1.092
134 H -4.384 5.927 -2.985  C123 1.095
135 H -3.945 6.020 -4.687  C123 1.092
136 H -7.675 7.124 -6.889  C124 1.095
137 H -7.926 6.334 -5.375  C124 1.097
138 H -5.707 5.449 -7.310  C125 1.093
139 H -7.358 4.840 -7.351  C125 1.094
140 H -6.368 4.550 -5.931  C125 1.092

Results
Frontier orbital gap in eV: 6.562
Net charge: -1
Total energy in eV: -78247.6289
Largest force on an atom in eV Å⁻¹: 5.0
LUMO energy in hartree: 0.078

Results of the Löwdin charge analysis, in e, for atoms 1 through 4: -0.1119 -0.1267 -0.1357 -0.3990

Record 2
Computed, not measured: a 8-piece molecular cluster, C39H90N4O8 overall at a distorted geometry, with the ωB97M-V functional and the def2-TZVPD basis.

Each atom is followed by the atoms it is bonded to, with distances in Å.
Positions of all 141 atoms, in Å:
1 C 7.531 16.073 14.322  C2 1.514, H12 1.099, H13 1.099, H14 1.132
2 C 8.138 15.860 12.951  C1 1.514, C3 1.594, C4 1.532, N10 1.518
3 C 6.916 15.821 11.927  C2 1.594, H15 1.084, H16 1.089, H17 1.059
4 C 9.003 17.075 12.597  C2 1.532, C5 1.507, H18 1.084, H19 1.062
5 C 9.964 16.758 11.480  C4 1.507, C6 1.539, H20 1.099, H21 1.143
6 C 10.831 15.536 11.835  C5 1.539, C7 1.533, H22 1.114, H23 1.062
7 C 9.907 14.329 12.034  C6 1.533, C8 1.526, C9 1.582, N10 1.474
8 C 9.185 13.934 10.748  C7 1.526, H24 1.118, H25 1.098, H26 1.084
9 C 10.898 13.166 12.441  C7 1.582, H27 1.082, H28 1.097, H29 1.092
10 N 8.995 14.625 13.154  C2 1.518, C7 1.474, O11 1.410
11 O 8.186 13.514 13.470  N10 1.410, H30 0.971
12 H 7.017 17.043 14.263  C1 1.099
13 H 6.765 15.319 14.552  C1 1.099
14 H 8.183 16.080 15.247  C1 1.132
15 H 6.535 14.807 11.934  C3 1.084
16 H 6.128 16.486 12.279  C3 1.089
17 H 7.253 16.244 11.017  C3 1.059
18 H 8.363 17.928 12.402  C4 1.084
19 H 9.505 17.349 13.492  C4 1.062
20 H 9.465 16.566 10.520  C5 1.099
21 H 10.612 17.667 11.234  C5 1.143
22 H 11.344 15.780 12.792  C6 1.114
23 H 11.542 15.230 11.108  C6 1.062
24 H 9.938 13.950 9.921  C8 1.118
25 H 8.443 14.696 10.476  C8 1.098
26 H 8.775 12.936 10.849  C8 1.084
27 H 10.403 12.370 12.981  C9 1.082
28 H 11.560 13.606 13.196  C9 1.097
29 H 11.512 12.883 11.583  C9 1.092
30 H 7.620 13.341 12.700  O11 0.971
31 C 9.499 12.006 16.723  C32 1.604, H42 1.072, H43 1.078, H44 1.065
32 C 10.709 11.813 17.757  C31 1.604, C33 1.552, C34 1.528, N40 1.460
33 C 10.589 13.053 18.683  C32 1.552, H45 1.119, H46 1.092, H47 1.141
34 C 10.580 10.574 18.641  C32 1.528, C35 1.571, H48 1.110, H49 1.055
35 C 10.827 9.243 17.842  C34 1.571, C36 1.463, H50 1.098, H51 1.151
36 C 12.133 9.252 17.184  C35 1.463, C37 1.540, H52 1.074, H53 1.057
37 C 12.448 10.545 16.410  C36 1.540, C38 1.554, C39 1.504, N40 1.523
38 C 13.987 10.574 16.198  C37 1.554, H54 1.077, H55 1.110, H56 1.097
39 C 11.746 10.526 15.080  C37 1.504, H57 1.094, H58 1.105, H59 1.109
40 N 12.060 11.785 17.203  C32 1.460, C37 1.523, O41 1.394
41 O 12.249 12.881 16.361  N40 1.394, H60 0.996
42 H 9.617 12.861 16.087  C31 1.072
43 H 9.335 11.165 16.069  C31 1.078
44 H 8.626 12.041 17.333  C31 1.065
45 H 9.681 13.085 19.335  C33 1.119
46 H 11.463 13.180 19.324  C33 1.092
47 H 10.573 13.991 18.034  C33 1.141
48 H 11.189 10.645 19.566  C34 1.110
49 H 9.570 10.505 18.939  C34 1.055
50 H 10.639 8.363 18.472  C35 1.098
51 H 10.026 9.216 17.015  C35 1.151
52 H 12.451 8.488 16.500  C36 1.074
53 H 12.912 9.295 17.898  C36 1.057
54 H 14.175 9.657 15.664  C38 1.077
55 H 14.522 10.595 17.171  C38 1.110
56 H 14.328 11.341 15.490  C38 1.097
57 H 12.209 9.772 14.437  C39 1.094
58 H 11.956 11.415 14.457  C39 1.105
59 H 10.660 10.299 15.092  C39 1.109
60 H 12.727 13.561 16.909  O41 0.996
61 C 14.581 13.044 11.481  C62 1.575, H72 1.112, H73 1.061, H74 1.171
62 C 15.318 11.792 10.873  C61 1.575, C63 1.545, C64 1.481, N70 1.485
63 C 14.244 10.900 10.212  C62 1.545, H75 1.070, H76 1.065, H77 1.107
64 C 16.264 12.349 9.879  C62 1.481, C65 1.496, H78 1.096, H79 1.070
65 C 17.157 11.228 9.453  C64 1.496, C66 1.539, H80 1.129, H81 1.089
66 C 17.922 10.515 10.582  C65 1.539, C67 1.532, H82 1.118, H83 1.113
67 C 16.979 10.010 11.680  C66 1.532, C68 1.508, C69 1.568, N70 1.543
68 C 16.260 8.760 11.238  C67 1.508, H84 1.093, H85 1.082, H86 1.120
69 C 17.781 9.641 12.975  C67 1.568, H87 1.091, H88 1.100, H89 1.125
70 N 16.103 11.238 12.005  C62 1.485, C67 1.543, O71 1.483
71 O 15.127 10.801 13.033  N70 1.483, H90 0.935
72 H 14.190 13.700 10.673  C61 1.112
73 H 13.854 12.832 12.225  C61 1.061
74 H 15.491 13.599 11.965  C61 1.171
75 H 13.516 10.579 10.927  C63 1.070
76 H 13.687 11.444 9.485  C63 1.065
77 H 14.718 10.022 9.732  C63 1.107
78 H 15.712 12.718 9.006  C64 1.096
79 H 16.810 13.197 10.233  C64 1.070
80 H 16.470 10.491 8.944  C65 1.129
81 H 17.851 11.630 8.716  C65 1.089
82 H 18.664 11.226 11.024  C66 1.118
83 H 18.517 9.720 10.081  C66 1.113
84 H 16.092 8.683 10.160  C68 1.093
85 H 15.365 8.498 11.786  C68 1.082
86 H 16.970 7.913 11.418  C68 1.120
87 H 18.343 10.524 13.284  C69 1.091
88 H 18.507 8.858 12.710  C69 1.100
89 H 17.120 9.218 13.781  C69 1.125
90 H 15.400 11.241 13.812  O71 0.935
91 C 15.954 13.426 16.295  C92 1.543, H102 1.117, H103 1.114, H104 1.056
92 C 15.892 14.073 17.694  C91 1.543, C93 1.496, C94 1.531, N100 1.536
93 C 15.256 13.139 18.675  C92 1.496, H105 1.047, H106 1.125, H107 1.103
94 C 17.334 14.401 18.091  C92 1.531, C95 1.494, H108 1.030, H109 1.120
95 C 17.477 15.431 19.164  C94 1.494, C96 1.578, H110 1.011, H111 1.156
96 C 16.556 16.689 18.922  C95 1.578, C97 1.507, H112 1.143, H113 1.085
97 C 15.107 16.439 18.591  C96 1.507, C98 1.601, C99 1.521, N100 1.491
98 C 14.168 16.138 19.852  C97 1.601, H114 1.084, H115 1.089, H116 1.073
99 C 14.547 17.689 17.932  C97 1.521, H117 1.149, H118 1.067, H119 1.103
100 N 15.115 15.388 17.533  C92 1.536, C97 1.491, O101 1.418
101 O 13.807 15.052 17.100  N100 1.418, H120 1.026
102 H 16.645 13.912 15.564  C91 1.117
103 H 16.258 12.355 16.346  C91 1.114
104 H 14.982 13.309 15.899  C91 1.056
105 H 14.220 13.036 18.563  C93 1.047
106 H 15.651 12.086 18.614  C93 1.125
107 H 15.398 13.528 19.697  C93 1.103
108 H 17.839 13.587 18.471  C94 1.030
109 H 17.856 14.781 17.176  C94 1.120
110 H 17.330 15.077 20.099  C95 1.011
111 H 18.590 15.729 19.255  C95 1.156
112 H 16.965 17.223 17.997  C96 1.143
113 H 16.460 17.429 19.710  C96 1.085
114 H 13.156 15.867 19.574  C98 1.084
115 H 14.236 17.037 20.463  C98 1.089
116 H 14.531 15.339 20.471  C98 1.073
117 H 13.493 17.404 17.573  C99 1.149
118 H 15.074 18.055 17.079  C99 1.067
119 H 14.378 18.445 18.718  C99 1.103
120 H 13.651 15.366 16.136  O101 1.026
121 C 18.362 21.227 17.403  O122 1.388, H123 1.079, H124 1.109, H125 1.043
122 O 18.886 20.132 18.077  C121 1.388, H126 1.005
123 H 17.765 21.095 16.514  C121 1.079
124 H 17.602 21.717 18.046  C121 1.109
125 H 19.194 21.810 17.166  C121 1.043
126 H 18.147 19.501 18.333  O122 1.005
127 C 14.225 18.775 11.903  O128 1.426, H129 1.077, H130 1.068, H131 1.082
128 O 13.962 19.456 13.128  C127 1.426, H132 0.976
129 H 14.301 19.485 11.097  C127 1.077
130 H 15.151 18.261 12.039  C127 1.068
131 H 13.426 18.062 11.748  C127 1.082
132 H 13.692 18.824 13.822  O128 0.976
133 C 14.046 15.684 13.641  O134 1.402, H135 1.088, H136 1.132, H137 1.082
134 O 13.238 16.648 14.261  C133 1.402, H138 0.992
135 H 13.683 15.368 12.666  C133 1.088
136 H 14.993 16.263 13.416  C133 1.132
137 H 14.229 14.816 14.260  C133 1.082
138 H 12.347 16.336 14.568  O134 0.992
139 O 10.859 15.624 15.463  H140 0.969, H141 0.963
140 H 11.358 14.887 15.847  O139 0.969
141 H 10.220 15.247 14.849  O139 0.963

Results
Frontier orbital gap in eV: 8.934
SMILES: CC1(C)CCCC(C)(C)N1O.CC1(C)CCCC(C)(C)N1O.CC1(C)CCCC(C)(C)N1O.CC1(C)CCCC(C)(C)N1O.CO.CO.CO.O
Net charge: 0
Total energy in eV: -64235.7622
Largest force on an atom in eV Å⁻¹: 4.0
LUMO energy in hartree: 0.019

Results of the Löwdin charge analysis, in e, for atoms 1 through 4: -0.0576 -0.4768 -0.0098 -0.1401

Number 2 is which compound? C39H90N4O8

Which of these has the lowest largest force on an atom? C39H90N4O8

The highest net charge belongs to which entry? C39H90N4O8